Entry 1:
Molecular formula: C2H8Br2OSi2
Method: DFT, ωB97M-V/def2-TZVPD

Each line ends with the natural charge from an NBO analysis.
Positions of all 15 atoms, in Å:
C  1.793  -2.488  1.122  -1.161
C  -1.489  1.981  -1.455  -1.193
O  0.743  0.759  0.141  -1.248
Si  1.940  -1.177  -0.295  1.511
Si  -0.795  0.962  -0.089  1.661
Br  3.807  0.077  -0.231  -0.285
Br  -1.725  -1.155  -0.411  -0.436
H  2.446  -2.329  2.008  0.274
H  0.852  -2.498  1.712  0.286
H  2.015  -3.552  0.793  0.268
H  -1.077  3.033  -1.578  0.258
H  -1.488  1.384  -2.396  0.242
H  -2.630  2.006  -1.255  0.253
H  1.770  -1.494  -1.640  -0.192
H  -1.449  1.684  1.058  -0.238

Computed properties:
- Relative energy (zero: lowest compared OMol25 entry of this formula, charge and spin): 36.10 kcal per mole
- E: -160094.131 eV
- Multiplicity: 1
- Orbital gap: 0.35030 Eh

Entry 2:
Molecular formula: C2H8BrNP
Method: DFT, ωB97M-V/def2-TZVPD

Each line ends with the natural charge from an NBO analysis.
Positions of all 13 atoms, in Å:
C  0.344  -0.824  -0.145  -0.301
C  1.215  -0.020  0.754  -0.341
N  0.060  -0.284  -1.594  -0.712
P  -1.067  1.996  1.797  0.319
Br  -2.207  1.344  -0.051  -0.270
H  0.853  -1.740  -0.226  0.236
H  -0.694  -1.104  0.272  0.259
H  1.661  0.978  0.611  0.236
H  1.560  -0.710  1.566  0.227
H  -0.021  -1.170  -2.042  0.436
H  0.866  0.273  -2.035  0.455
H  -0.856  0.242  -1.719  0.466
H  -1.714  1.020  2.810  -0.009

Computed properties:
- Relative energy (zero: lowest compared OMol25 entry of this formula, charge and spin): 58.55 kcal per mole
- Total charge: +1
- E: -83015.201 eV
- Multiplicity: 1
- Orbital gap (alpha / beta): 0.29643 / 0.29921 Eh

Question: Look up the E of the first one.
Answer: -160094.131 eV

Question: Which formula does entry 2 have?
Answer: C2H8BrNP

Question: Among the records above, which one has the highest relative energy (zero: lowest compared OMol25 entry of this formula, charge and spin)?
Answer: C2H8BrNP

Question: Number 2 is which compound?
Answer: C2H8BrNP